[1]
{"formula": "C35H60N2O14S", "method": "ωB97M-V with the def2-TZVPD basis set", "smiles": "CC(=O)OCCCc1ccc2nsnc2c1.CCOC(C)=O.CCOC(C)=O.CCOC(C)=O.CCOC(C)=O.CCOC(C)=O.CCOC(C)=O", "energy_ha": -2930.22525, "charge": 0, "orbital_gap_ev": 6.953, "symbols": ["S", "O", "O", "O", "O", "O", "O", "O", "O", "O", "O", "O", "O", "O", "O", "N", "N", "C", "C", "C", "C", "C", "C", "C", "C", "C", "C", "C", "C", "C", "C", "C", "C", "C", "C", "C", "C", "C", "C", "C", "C", "C", "C", "C", "C", "C", "C", "C", "C", "C", "C", "C", "H", "H", "H", "H", "H", "H", "H", "H", "H", "H", "H", "H", "H", "H", "H", "H", "H", "H", "H", "H", "H", "H", "H", "H", "H", "H", "H", "H", "H", "H", "H", "H", "H", "H", "H", "H", "H", "H", "H", "H", "H", "H", "H", "H", "H", "H", "H", "H", "H", "H", "H", "H", "H", "H", "H", "H", "H", "H", "H", "H"], "positions_angstrom": [[2.6018, 3.4874, -1.4217], [1.5085, 6.9549, -2.7833], [4.1167, 9.2971, -2.4252], [-7.3025, -6.0775, -4.8850], [-8.6704, -4.8077, -3.6472], [-0.5920, -2.8249, 3.6883], [1.1784, -5.5825, -2.2893], [-4.1044, -1.3378, 8.5687], [-3.6948, -0.0432, 6.7876], [2.9094, -4.4112, -1.4845], [-2.5674, -5.2167, -3.1502], [1.4841, 6.6618, -5.0035], [1.5063, -3.8317, 4.3277], [5.6162, 10.7030, -3.3146], [-3.9353, -3.9469, -1.9124], [2.7960, 1.8001, -1.9087], [2.7579, 3.5747, 0.3486], [2.9906, -6.7549, -1.1152], [0.6006, -1.4771, 5.4992], [-2.7040, -4.2981, -2.3473], [3.2356, 1.6584, 2.2249], [-4.3501, -2.6164, 9.1830], [-1.5219, -3.4858, -1.9066], [7.4618, 10.6112, -4.8993], [5.2766, 9.5161, -2.7625], [2.6755, -3.3989, 2.0363], [1.7525, 8.9013, -4.2629], [6.3189, 8.4418, -2.6587], [-4.1933, -1.5948, -1.3403], [-3.2241, -2.3537, 6.5120], [0.5636, -6.8107, -2.7207], [1.8205, 7.7194, -1.6041], [-8.9241, -3.8854, -2.5713], [-8.9284, -2.4556, -3.0751], [0.6252, 8.5390, -1.1596], [-3.7166, -1.1655, 7.2847], [-4.1889, -3.0246, -0.8365], [2.7420, -3.3157, 3.6793], [3.5586, 0.0376, 2.4614], [3.3642, -0.5592, -0.3876], [6.9680, 11.1308, -3.5635], [3.0159, 2.1130, 0.6501], [-0.2230, -7.4468, -1.5917], [-3.0637, -3.2158, 9.7157], [-7.4391, -5.1589, -4.0821], [1.6010, 7.4240, -4.0483], [3.0582, 1.0444, -0.6099], [3.6368, -1.0390, 1.1883], [2.3754, -5.5018, -1.6653], [0.5128, -2.7514, 4.4706], [3.9974, -2.6506, 1.4146], [-6.2570, -4.3466, -3.6413], [-5.0321, -2.4311, 10.0199], [2.7346, -4.5436, 1.7473], [-6.3781, -3.8884, -2.6618], [2.2689, 9.4133, -3.4534], [6.2565, 7.7933, -3.5351], [6.7912, 10.9275, -5.7046], [-0.2272, -0.6781, 5.2286], [-4.9247, -1.4750, -2.1458], [7.6270, 10.8582, -2.7337], [-9.6598, -2.3358, -3.8806], [-4.4424, -0.9020, -0.5318], [-9.1775, -1.7628, -2.2665], [-2.5809, -2.5262, 10.4153], [0.8479, 9.0738, -0.2321], [2.0677, 6.9936, -0.8217], [-0.1243, -6.5441, -3.5304], [-5.3909, -5.0128, -3.5607], [3.7127, -3.9079, 4.0178], [-0.6557, -4.1520, -1.8259], [-0.7346, -8.3488, -1.9387], [7.3333, 8.8211, -2.5527], [1.6398, -0.9026, 5.4438], [-3.4884, -3.1800, -0.0105], [-5.1830, -3.2699, -0.4471], [3.7496, -0.2703, 3.5869], [0.3633, -1.8025, 6.6230], [-0.2424, 7.8923, -0.9946], [2.7077, -6.8648, -0.0662], [0.7668, 9.3467, -4.4126], [4.0802, -6.6659, -1.1889], [2.7180, 8.3271, -1.7541], [4.9353, -2.6481, 2.1485], [-1.3161, -2.7150, -2.6523], [-7.9564, -2.1711, -3.4871], [-3.2212, -1.3103, -1.7523], [-4.8782, -3.2875, 8.4990], [3.1921, 2.4051, 3.1497], [8.4675, 10.9850, -5.1104], [2.7230, -7.6550, -1.6651], [2.3613, 9.0593, -5.1602], [6.1186, 7.8522, -1.7570], [-2.3452, -3.4050, 8.9134], [0.3336, 9.2699, -1.9188], [-0.9682, -6.7459, -1.2021], [1.3026, -7.4898, -3.1565], [3.3915, -1.3083, -1.3037], [-9.9181, -4.1307, -2.1819], [-2.1367, -2.4111, 6.5936], [2.8913, -2.2116, 4.0861], [6.9454, 12.2256, -3.5916], [1.7085, -2.9143, 1.5832], [-3.2626, -4.1594, 10.2313], [0.4241, -7.7172, -0.7528], [-3.5018, -2.2211, 5.4604], [-8.2236, -4.0408, -1.7452], [7.4873, 9.5183, -4.9215], [4.3582, -3.0836, 0.3835], [-6.0512, -3.5758, -4.3870], [-3.6672, -3.2971, 6.8249], [-1.6429, -3.0276, -0.9270]], "forces_ev_per_a": [[0.5, -2.8, 2.1], [0.1, -0.6, -0.4], [2.4, 1.2, -0.7], [-0.7, 1.6, 1.5], [-0.3, -0.5, 0.1], [7.1, 0.2, 5.1], [0.5, 0.6, -0.1], [-0.3, 0.4, -0.1], [-0.2, -1.9, 1.3], [-1.1, -1.5, -0.4], [-0.7, 1.4, 1.4], [0.2, 0.9, 1.8], [-0.8, 3.2, 0.0], [-0.6, -0.1, 0.5], [0.0, -0.6, 0.0], [0.8, 0.3, 6.3], [0.8, -6.8, -3.1], [0.6, -0.4, -0.4], [0.2, 0.3, 0.3], [0.4, -0.8, -1.1], [0.7, -4.6, -2.3], [0.2, -0.1, 0.0], [0.4, -0.3, 0.6], [-0.1, -0.2, -0.1], [-1.0, -0.2, 0.0], [0.7, -0.4, 0.3], [0.6, 0.4, 0.0], [0.3, -0.1, 0.7], [0.1, 0.1, -0.2], [-0.5, -0.4, -0.5], [-0.3, -0.3, 0.0], [0.0, 0.4, 0.2], [0.1, 0.1, -0.1], [0.1, 0.1, -0.2], [-0.3, 0.0, -0.1], [0.3, 1.5, -0.7], [0.1, 0.3, 0.0], [1.0, 1.1, -0.4], [-0.8, 3.4, -2.9], [0.2, 2.0, 4.3], [0.2, -0.1, -0.2], [-0.1, 0.7, 1.2], [0.1, 0.0, 0.3], [0.2, 0.0, -0.1], [0.5, -1.0, -1.4], [-0.4, -0.8, -1.1], [-0.3, 1.8, 0.1], [-0.7, 2.4, -2.6], [0.4, 1.2, 0.4], [-5.3, -0.5, -4.2], [0.1, 1.9, 0.2], [0.3, -0.4, 0.5], [0.1, 0.2, -0.3], [-0.3, 2.3, 0.6], [-0.1, 0.1, -0.1], [-0.3, -0.1, 0.0], [0.0, 0.1, 0.1], [0.1, 0.1, 0.2], [1.7, -2.0, 0.2], [0.0, -0.1, 0.2], [-0.1, -0.1, -0.1], [0.0, -0.1, 0.2], [0.0, -0.1, -0.1], [0.0, -0.1, -0.1], [-0.2, -0.1, 0.0], [0.0, -0.1, -0.1], [-0.1, -0.1, -0.3], [0.2, 0.3, 0.2], [-0.2, 0.2, -0.3], [-2.4, 0.9, -0.4], [-0.2, 0.2, -0.3], [0.0, 0.1, 0.0], [0.0, 0.0, -0.2], [-2.1, -1.5, 0.2], [0.0, 0.0, -0.2], [0.2, -0.2, -0.2], [-0.4, 0.5, -2.7], [0.8, 0.4, -2.5], [0.1, 0.0, 0.1], [0.0, 0.0, -0.1], [0.0, -0.1, 0.0], [-0.3, 0.2, 0.2], [-0.7, -0.4, 0.0], [-2.1, -0.3, -1.4], [0.0, -0.1, 0.1], [-0.1, 0.0, 0.1], [-0.1, 0.0, 0.1], [0.1, 0.1, 0.0], [0.1, -1.8, -2.4], [-0.1, 0.0, 0.0], [-0.2, 0.0, 0.2], [-0.3, -0.1, 0.1], [-0.2, 0.0, -0.4], [-0.1, -0.1, 0.0], [0.1, 0.0, 0.1], [0.0, -0.1, -0.2], [0.0, 0.1, 0.2], [0.0, 1.7, 2.3], [0.2, -0.2, -0.2], [-0.1, 0.0, 0.0], [-0.2, -2.2, -1.2], [-0.3, -0.2, 0.1], [1.9, -1.0, 1.0], [0.0, 0.1, 0.0], [0.0, -0.1, -0.1], [0.3, 0.1, 0.2], [0.0, 0.0, -0.2], [0.1, 0.1, 0.1], [-1.0, 0.8, 2.1], [0.0, -0.1, 0.1], [0.2, 0.0, 0.2], [-0.1, 0.2, -0.1]]}

---

[2]
{"formula": "C3H10NO2PS", "method": "ωB97M-V with the def2-TZVPD basis set", "smiles": "NP(=O)=S.CC(C)O", "energy_ha": -1065.10675, "charge": 0, "orbital_gap_ev": 9.988, "de_lowest_kcal_mol": 14.0, "symbols": ["S", "P", "O", "O", "N", "C", "C", "C", "H", "H", "H", "H", "H", "H", "H", "H", "H", "H"], "positions_angstrom": [[0.3370, -0.6053, -2.8531], [0.5327, 1.2257, -2.3132], [-0.3263, 2.3149, -2.6496], [0.5454, 0.5887, 1.0702], [1.9270, 1.6631, -1.5269], [-0.2205, -0.5555, 0.6929], [-0.0844, -1.6265, 1.8070], [-1.5940, -0.3142, 0.2186], [0.2119, -0.8997, -0.2668], [-2.1268, 0.2182, 0.9125], [0.1293, 1.0843, 1.7535], [-1.0344, -2.0813, 1.9666], [0.6488, -2.3936, 1.6432], [-1.5372, 0.2613, -0.6408], [-2.1232, -1.2254, -0.0135], [2.6190, 0.9401, -1.2670], [0.1723, -1.2010, 2.8105], [1.9234, 2.6062, -1.3440]], "forces_ev_per_a": [[0.3, 0.6, 0.3], [2.4, -2.6, 0.2], [-1.3, 2.1, -0.1], [0.4, -0.2, -1.5], [-1.5, -3.6, -1.7], [1.9, -1.6, 0.1], [-0.1, 1.0, 0.7], [0.1, -0.8, 0.4], [0.8, -0.1, 1.0], [-1.7, 1.3, 1.9], [-0.8, 0.4, 0.9], [-0.8, -0.7, 0.0], [0.4, -0.3, -0.4], [-0.2, 1.2, -1.8], [0.0, -0.4, -0.1], [-0.7, 1.3, 0.0], [-0.1, 0.1, -0.9], [0.9, 2.3, 1.0]]}

---

[3]
{"formula": "C41H71BF6IN5O13P2S", "method": "ωB97M-V with the def2-TZVPD basis set", "smiles": "CC(=O)OCCCCCCN1c2c(CC(=O)I)cc(P(C)O)c(F)c2Sc2cc(C(F)(F)C(F)(F)F)c(P(=O)(O)O)c(B(O)O)c21.COC[C@@H](C)N.COC[C@@H](C)N.COC[C@@H](C)N.COC[C@@H](C)N", "energy_ha": -4859.60242, "charge": 0, "orbital_gap_ev": 8.505, "de_lowest_kcal_mol": 0.0, "symbols": ["I", "S", "P", "P", "F", "F", "F", "F", "F", "F", "O", "O", "O", "O", "O", "O", "O", "O", "O", "O", "O", "O", "O", "N", "N", "N", "N", "N", "C", "C", "C", "C", "C", "C", "C", "C", "C", "C", "C", "C", "C", "C", "C", "C", "C", "C", "C", "C", "C", "C", "C", "C", "C", "C", "C", "C", "C", "C", "C", "C", "C", "C", "C", "C", "C", "C", "C", "C", "C", "B", "H", "H", "H", "H", "H", "H", "H", "H", "H", "H", "H", "H", "H", "H", "H", "H", "H", "H", "H", "H", "H", "H", "H", "H", "H", "H", "H", "H", "H", "H", "H", "H", "H", "H", "H", "H", "H", "H", "H", "H", "H", "H", "H", "H", "H", "H", "H", "H", "H", "H", "H", "H", "H", "H", "H", "H", "H", "H", "H", "H", "H", "H", "H", "H", "H", "H", "H", "H", "H", "H", "H"], "positions_angstrom": [[3.2860, 0.7060, -1.0521], [-3.3053, -1.6387, 2.7323], [-2.4916, 2.1437, -1.2477], [0.1709, -2.1070, 8.0453], [-2.9229, -3.0560, 8.6617], [-4.0165, 0.2139, 0.6513], [-2.3516, 0.1673, 8.4216], [-3.3486, -0.9313, 10.0265], [-4.4932, -0.0394, 8.4213], [-4.5447, -2.2543, 7.4786], [-3.7448, 0.2106, -4.6974], [5.2175, 3.0509, 5.9231], [2.1189, -2.6395, 5.3052], [0.5159, -1.8415, -8.7536], [-3.9100, -5.9065, -1.8777], [1.0573, -0.7817, 8.0461], [2.3759, 4.2459, -1.4533], [2.0508, -1.7314, 0.0254], [1.7992, -0.3095, 5.0299], [0.9649, -3.3371, 7.9798], [-1.5244, 3.4663, -1.0090], [-5.0234, -4.0026, -1.5235], [-0.6823, -1.9927, 9.3789], [-2.1625, 2.5597, -5.2345], [2.7205, 1.9654, 6.9012], [2.1469, 0.5117, -9.2268], [1.5957, 5.6032, -3.9060], [-0.2379, -1.5506, 3.0172], [2.3622, -0.9026, -11.1951], [-2.3805, -1.7302, 4.2233], [-2.6891, 0.2229, 0.8530], [-0.7985, -0.6813, 2.0431], [-3.5595, -4.0528, -3.4086], [0.0379, 0.1400, 1.2862], [3.8719, 2.9208, 8.8279], [0.2898, -2.8387, 2.4774], [3.9405, 1.8890, 7.7075], [1.3571, 5.2291, -1.4492], [-4.2322, -4.6151, -2.1802], [-0.9970, -1.6694, 4.2150], [-0.9557, -1.9030, 6.6332], [5.6370, 4.2996, 6.4365], [-1.7117, 1.2402, -5.6813], [-2.1785, -0.6328, 1.8197], [-1.9555, -5.1432, -0.5596], [-1.8827, 1.0448, 0.0809], [2.5719, -0.8116, -9.6874], [-3.0597, -1.8525, 5.4306], [1.5386, 0.1396, 1.4508], [-2.3428, 0.1084, -4.8624], [-4.5236, -0.2994, -5.7600], [-0.2821, -1.7426, 5.4109], [-1.9348, 1.1152, -7.1842], [0.1141, -4.7783, 0.8969], [-3.2608, -2.0136, 7.8673], [-0.5765, -3.5134, 1.4322], [-3.3543, -0.6815, 8.7165], [5.2080, 1.9819, 6.8491], [-0.8757, -5.7901, 0.3202], [3.6030, 4.6399, -0.8695], [2.5214, 7.2967, -2.4233], [-2.3717, -1.9257, 6.6354], [-4.0914, 2.7622, -0.6365], [-0.5089, 0.9828, 0.3226], [2.1711, -0.5799, 0.2750], [1.4342, 6.2415, -2.5988], [-0.2532, -2.3170, -9.8404], [-2.5297, -6.1402, -1.5551], [1.9178, -1.9527, -8.8981], [1.2897, -1.5751, 5.2442], [2.3149, -1.9333, -7.8800], [-4.2854, -3.4405, -3.9362], [3.5114, 6.8902, -2.6310], [-1.2594, 1.7837, -7.7183], [2.7105, 1.2014, 6.2315], [-0.4090, -1.5483, -10.6013], [1.8499, -0.3911, 2.3534], [-4.6956, 0.4465, -6.5402], [0.4144, -3.5022, 3.3331], [3.0484, -2.3951, 5.3705], [-1.4863, -4.3199, -1.1034], [-5.4892, -0.5897, -5.3463], [0.4205, 4.6744, -1.5473], [2.7753, 2.8116, 6.3403], [0.8789, -4.5161, 0.1644], [-1.9313, 0.1540, -3.8512], [-0.3227, -6.5094, -0.2932], [2.4017, 4.9862, -3.8598], [-2.7544, -3.3925, -3.0805], [-2.0871, -0.8748, -5.2817], [3.6214, 3.9110, 8.4460], [2.3578, 8.1188, -3.1189], [-2.7549, -4.7404, 0.0625], [-4.0537, -1.1806, -6.2091], [6.4228, 4.1755, 7.1879], [1.0840, 0.3062, 4.8377], [-0.5005, -2.7626, 9.9344], [0.8067, 4.9905, -4.0902], [3.4453, 5.3243, -0.0302], [1.3523, -0.6048, -11.4776], [0.4703, 6.7600, -2.6095], [5.2758, 1.0750, 6.2427], [2.5226, 7.7019, -1.4094], [-1.3333, -6.3747, 1.1214], [1.9040, 1.1616, 1.4988], [2.1755, -2.9282, -9.3324], [0.2137, -3.1910, -10.3049], [3.0971, 2.6434, 9.5417], [0.6921, -0.0177, 7.5850], [6.0381, 4.8755, 5.6032], [-4.1468, 2.8426, 0.4519], [1.3372, 5.7427, -0.4774], [2.3938, 0.6318, -8.2493], [4.8202, 2.9899, 9.3639], [-3.1789, 2.5498, -5.2414], [4.2657, 5.1122, -1.5991], [-1.2270, -2.6077, -9.4468], [-0.6332, 1.1810, -5.5033], [0.1512, 1.6172, -0.2595], [-1.9357, -6.1309, -2.4759], [4.8100, 4.8625, 6.8769], [-0.7445, -2.8300, 0.5984], [3.0513, -0.2327, -11.7077], [6.1050, 2.0236, 7.4813], [3.6473, -0.8908, -9.4992], [-2.4980, -7.1534, -1.1613], [-1.5381, -3.8027, 1.8623], [-3.1528, -4.8306, -4.0478], [-1.5548, 3.7721, -0.0923], [-1.9197, 2.6754, -4.2548], [-1.7444, 0.0957, -7.5271], [0.6448, -5.2468, 1.7325], [2.5360, -1.9167, -11.5603], [1.2697, -2.6338, 2.0456], [1.1312, 0.5430, -9.2449], [-4.8933, 2.1018, -0.9600], [3.9590, 0.8983, 8.1726], [-2.9508, 1.3918, -7.4674], [4.0931, 3.7398, -0.4989], [-4.2218, 3.7607, -1.0523], [-4.1390, -1.8708, 5.4106]], "forces_ev_per_a": [[0.0, 0.0, -0.1], [0.0, 0.1, -0.1], [0.1, 0.1, -0.8], [0.1, -0.4, 0.0], [-0.1, 0.2, -0.1], [-0.1, 0.0, 0.0], [-0.1, -0.3, 0.2], [0.1, 0.1, -0.4], [0.2, -0.1, 0.1], [0.1, -0.2, 0.1], [0.0, 0.0, 0.0], [0.0, 0.1, 0.0], [0.0, 0.1, 0.1], [-0.1, 0.0, 0.0], [-0.1, 0.1, 0.5], [0.0, -0.2, -0.2], [0.1, 0.0, 0.1], [0.1, 0.2, 0.0], [-0.1, -0.1, -0.2], [-0.1, 0.2, 0.1], [-0.1, -0.2, 0.2], [0.0, -0.2, -0.1], [0.1, 0.2, 0.1], [0.0, -0.1, 0.1], [-0.1, -0.1, -0.1], [0.0, -0.1, 0.1], [-0.1, -0.1, 0.1], [-0.3, -0.2, -0.1], [0.0, 0.0, 0.0], [-0.1, 0.0, 0.2], [0.4, -0.1, 0.0], [0.0, 0.1, -0.2], [0.0, 0.1, 0.2], [-0.1, 0.2, -0.1], [0.0, 0.0, 0.0], [0.1, 0.2, 0.1], [0.0, 0.1, 0.1], [-0.2, -0.1, -0.1], [0.0, 0.1, -0.2], [0.0, -0.1, 0.1], [-0.4, 0.2, 0.1], [0.0, 0.0, -0.1], [-0.1, 0.0, -0.1], [0.0, 0.1, 0.0], [0.3, -0.2, 0.1], [0.0, 0.1, 0.4], [-0.1, 0.1, -0.1], [0.2, 0.2, -0.1], [0.1, 0.0, 0.1], [0.1, -0.1, 0.1], [0.0, 0.0, 0.1], [-0.1, -0.2, 0.1], [0.1, -0.1, -0.1], [-0.1, 0.0, 0.5], [-0.2, -0.1, 0.0], [0.2, -0.4, -0.1], [0.0, 0.2, 0.1], [0.0, -0.1, 0.0], [0.1, 0.0, -0.4], [0.0, -0.1, -0.1], [0.0, 0.1, 0.0], [0.2, -0.1, -0.2], [-0.1, -0.1, 0.6], [-0.2, -0.1, 0.0], [-0.1, -0.2, -0.1], [0.1, 0.0, 0.0], [0.0, 0.0, 0.1], [0.1, 0.0, -0.4], [0.1, 0.0, 0.1], [0.1, 0.1, 0.0], [0.0, 0.0, 0.0], [0.0, 0.0, -0.1], [0.0, 0.0, 0.0], [0.0, 0.0, 0.0], [0.1, 0.0, 0.1], [0.0, 0.0, 0.0], [-0.1, 0.0, 0.0], [0.0, 0.0, 0.0], [0.1, 0.0, 0.0], [0.0, 0.0, -0.1], [-0.2, 0.1, 0.0], [0.0, 0.0, 0.0], [0.1, 0.0, 0.0], [0.0, 0.0, 0.0], [-0.1, 0.1, -0.1], [0.0, 0.0, 0.0], [0.0, 0.0, 0.1], [0.0, 0.0, 0.0], [0.0, 0.0, -0.1], [0.0, 0.0, -0.1], [0.0, 0.0, 0.0], [0.0, 0.0, 0.0], [0.0, 0.1, -0.1], [0.0, 0.0, 0.0], [0.0, 0.0, 0.0], [0.1, 0.1, 0.0], [-0.2, 0.0, 0.0], [0.0, 0.1, 0.0], [0.0, 0.0, 0.0], [0.0, 0.0, 0.0], [0.0, 0.0, 0.0], [0.0, 0.0, 0.0], [0.0, 0.0, 0.0], [-0.1, 0.1, 0.0], [0.1, 0.0, 0.0], [0.0, 0.0, -0.1], [0.0, 0.0, 0.0], [0.0, 0.0, 0.0], [0.1, 0.2, 0.1], [0.0, 0.0, 0.0], [0.1, 0.0, 0.0], [0.0, 0.1, 0.0], [0.1, 0.0, 0.0], [0.0, 0.0, 0.0], [0.0, 0.1, 0.0], [0.0, 0.1, 0.0], [0.0, 0.0, 0.0], [0.0, 0.0, 0.0], [0.0, 0.0, 0.0], [0.0, -0.1, 0.0], [0.0, 0.0, 0.0], [-0.2, 0.1, 0.0], [0.0, 0.0, 0.0], [0.0, 0.0, 0.0], [0.0, 0.0, 0.0], [-0.1, 0.0, 0.1], [0.0, 0.2, 0.0], [0.0, 0.0, -0.1], [0.1, 0.1, 0.0], [0.0, 0.0, 0.0], [0.0, 0.0, 0.0], [0.1, -0.1, -0.1], [0.0, 0.0, 0.0], [0.0, -0.1, 0.1], [0.0, 0.0, 0.0], [0.0, 0.1, -0.1], [0.0, 0.0, 0.0], [0.0, 0.0, 0.0], [0.0, 0.0, 0.0], [-0.1, -0.1, -0.2], [0.0, 0.0, 0.1]]}